1.
This record from OMol25 describes 4 unconnected molecules or ions with the total composition C7H16BrN2O3. The level of theory is wB97M-V/def2-TZVPD.

```
29
Properties=species:S:1:pos:R:3:nbo_charge:R:1
Br 2.5908 0.8814 -3.2363 0.165
C 1.2118 0.2828 -1.9149 0.171
C 1.6564 -0.8439 -0.9766 -0.193
C 0.5141 -1.1897 0.0557 -0.082
C -0.7303 -0.3002 -0.1899 -0.012
N -0.9968 0.6815 -1.1407 -0.114
N -0.0177 0.9670 -1.9893 -0.288
H 2.6696 -1.3600 -0.9647 0.306
H 0.6344 -1.9716 0.8715 0.292
H -1.5948 -0.4949 0.5487 0.281
H -0.1731 1.7155 -2.6935 0.472
C -2.8083 1.8310 2.2677 -0.247
O -2.6520 0.5248 2.8034 -0.726
H -3.8396 1.9573 1.9388 0.197
H -2.5807 2.5726 3.0365 0.179
H -2.1377 1.9606 1.4133 0.143
H -1.7319 0.4412 3.0862 0.462
C 1.9606 -0.8674 -6.7216 -0.251
O 1.0425 -1.0379 -5.6498 -0.725
H 1.5060 -1.2453 -7.6368 0.201
H 2.1914 0.1941 -6.8450 0.160
H 2.8766 -1.4270 -6.5159 0.166
H 1.4670 -0.6968 -4.8534 0.443
C -0.3449 -0.7471 5.7902 -0.251
O 0.5936 0.3118 5.6641 -0.732
H -0.1956 -1.4499 4.9697 0.168
H -0.1923 -1.2634 6.7407 0.177
H -1.3603 -0.3447 5.7424 0.168
H 0.4410 0.9181 6.3997 0.471
```

orbital gap = 6.60 eV
net charge = +1
E_LUMO = -6.030 eV
largest force on an atom = 6.00 eV Å⁻¹
highest occupied orbital energy = -12.63 eV



2.
This record from OMol25 describes 2 unconnected molecules or ions with the total composition C7H16BrPS. The level of theory is wB97M-V/def2-TZVPD.

```
26
Properties=species:S:1:pos:R:3:nbo_charge:R:1
C 1.6407 3.4997 1.3145 -0.664
C 1.7973 1.7422 2.9843 -0.404
C -2.6366 -1.4851 -0.9704 -0.671
C -0.5209 -0.9046 -2.2823 -0.633
C -0.8416 -3.1414 -1.0253 -0.637
C 2.1831 2.3155 1.8692 -0.199
C -1.1622 -1.5887 -1.0003 -0.329
P -0.5988 -1.0397 0.7300 0.722
S 1.5288 -0.9547 0.3255 -0.363
Br -1.0948 1.1988 0.4573 -0.260
H 1.0224 4.2384 1.9309 0.222
H 2.3818 4.2693 0.8380 0.218
H 1.0641 3.2399 0.3685 0.227
H 2.2404 0.8850 3.4237 0.214
H 1.1135 2.5394 3.4859 0.192
H 1.8264 0.2893 -0.2576 0.176
H -2.8519 -0.3677 -0.7972 0.227
H -3.1465 -1.8359 -1.9485 0.224
H -3.1728 -1.9574 -0.0784 0.227
H -0.6412 0.1445 -1.9836 0.226
H -1.1579 -1.2582 -3.0728 0.211
H 0.4879 -1.1977 -2.5589 0.225
H -1.6243 -3.6278 -1.7940 0.218
H 0.1871 -3.3668 -1.3680 0.226
H -1.0725 -3.5633 0.0643 0.212
H 3.0486 1.9268 1.3452 0.191
```

orbital gap = 8.99 eV
SMILES = CC(C)(C)P(S)Br.C=CC
E_LUMO = -0.005 eV
largest force on an atom = 5.85 eV Å⁻¹
highest occupied orbital energy = -9.00 eV
relative energy (zero: lowest compared OMol25 entry of this formula, charge and spin) = 2.163 eV



3.
This record from OMol25 describes a molecular structure, C7H16ClN2S4Sn. The level of theory is wB97M-V/def2-TZVPD.

```
31
Properties=species:S:1:pos:R:3:nbo_charge:R:1
Sn -2.5359 -0.2785 -1.2057 1.502
S -4.3860 0.3361 -2.6106 -0.271
S -5.8101 0.5431 -1.1538 0.061
S -5.4211 -1.0839 0.0298 0.050
S -3.6757 -0.3999 0.8948 -0.324
Cl -0.5096 -2.8418 -1.2630 -0.048
C -2.0350 -2.2201 -1.9522 -0.814
H -2.8496 -2.8677 -1.6344 0.256
H -1.9623 -2.2349 -3.0360 0.248
C 2.1054 -0.7178 2.4403 -0.622
C 2.0407 0.6211 1.7234 -0.211
N 1.3168 0.5176 0.4408 -0.349
C 2.1358 0.1094 -0.7141 -0.236
C 2.4888 1.2870 -1.6118 -0.625
C 0.0109 0.6728 0.3487 0.580
C -0.7730 1.1276 1.5387 -0.694
N -0.6299 0.4741 -0.8034 -0.919
H 2.6405 -0.6073 3.3826 0.242
H 2.6292 -1.4630 1.8408 0.220
H 1.1073 -1.0997 2.6570 0.213
H 3.0398 0.9828 1.4839 0.221
H 1.5739 1.3791 2.3453 0.218
H 1.6228 -0.6885 -1.2550 0.215
H 3.0382 -0.3422 -0.3079 0.230
H 1.6034 1.7577 -2.0417 0.209
H 3.1250 0.9516 -2.4299 0.242
H 3.0320 2.0483 -1.0520 0.227
H -0.3078 2.0097 1.9744 0.260
H -0.8213 0.3518 2.3033 0.261
H -1.7816 1.4055 1.2466 0.249
H -0.0115 0.2699 -1.5787 0.407
```

orbital gap = 8.21 eV
net charge = +1
E_LUMO = -3.759 eV
largest force on an atom = 0.82 eV Å⁻¹
highest occupied orbital energy = -11.97 eV
relative energy (zero: lowest compared OMol25 entry of this formula, charge and spin) = 0.000 eV



4.
This record from OMol25 describes 2 unconnected molecules or ions with the total composition C7H16ClO2PS. The level of theory is wB97M-V/def2-TZVPD.

```
28
Properties=species:S:1:pos:R:3:nbo_charge:R:1
C 0.5164 -1.5677 2.5493 -0.991
C 0.8565 -1.3095 -2.3223 -0.648
C 1.2589 2.4521 1.1048 -0.636
C -2.5468 0.4900 -1.6489 -0.766
C 0.0825 -2.1658 -1.3314 -0.057
C 2.2083 1.2768 1.0523 -0.077
C -2.0008 0.7823 0.9324 -0.526
O 0.6770 -2.0697 -0.0114 -0.793
O 1.6589 0.1893 0.4408 -0.784
P 0.4281 -0.7603 1.0420 1.593
S -2.3120 1.8310 -0.4876 0.266
Cl -3.0111 -0.4573 1.3001 0.061
H 0.6237 -0.9809 3.4451 0.218
H -0.1749 -2.4077 2.5817 0.243
H 1.7482 -0.8684 -1.8596 0.244
H 1.1134 -1.8875 -3.2386 0.213
H 0.2325 -0.4241 -2.6862 0.198
H 1.0016 2.7469 0.1206 0.216
H 0.3376 2.0656 1.6546 0.196
H 1.6256 3.4741 1.4934 0.225
H -1.5945 0.3593 -2.1985 0.220
H -3.4068 0.6844 -2.2720 0.231
H -2.7211 -0.4299 -1.0571 0.232
H 0.0739 -3.1487 -1.6524 0.186
H -0.9476 -1.9033 -1.2862 0.169
H 2.6340 1.2107 2.0499 0.171
H 3.1742 1.4574 0.5480 0.188
H -1.5358 1.3611 1.7374 0.208
```

orbital gap (alpha / beta) = 7.51 / 6.70 eV
E_LUMO (alpha / beta) = 0.055 / -0.429 eV
largest force on an atom = 3.58 eV Å⁻¹
highest occupied orbital energy (alpha / beta) = -7.45 / -7.13 eV
relative energy (zero: lowest compared OMol25 entry of this formula, charge and spin) = 1.885 eV



5.
This record from OMol25 describes a molecular structure, C7H16F2N3Pt. The level of theory is wB97M-V/def2-TZVPD.

```
29
Properties=species:S:1:pos:R:3:nbo_charge:R:1
Pt -0.7128 -1.3044 -0.8698 0.742
C -0.9332 1.6784 0.5862 -0.244
C -1.3497 0.4358 1.4061 -0.241
N -0.5182 -0.7639 1.1098 -0.578
C 0.9124 -0.5564 1.5128 -0.252
C 1.8734 -1.1984 0.5248 -0.244
N 1.4520 -0.9555 -0.8730 -0.659
C 1.8079 0.3612 -1.4621 -0.234
C 1.0761 1.5738 -0.8773 -0.241
N -0.3683 1.3964 -0.7287 -0.673
H -0.2392 2.2872 1.1721 0.191
H -1.8372 2.2756 0.4739 0.237
H -2.3776 0.1620 1.1871 0.234
H -1.2700 0.6656 2.4711 0.212
H -0.8892 -1.5390 1.6504 0.419
H 1.0676 -0.9698 2.5086 0.235
H 1.0839 0.5133 1.5765 0.213
H 1.8818 -2.2789 0.6643 0.226
H 2.8838 -0.8250 0.7160 0.218
H 1.9286 -1.6503 -1.4386 0.409
H 1.5771 0.2822 -2.5247 0.218
H 2.8851 0.5320 -1.3692 0.206
H 1.3004 2.4089 -1.5442 0.226
H 1.5152 1.8430 0.0848 0.190
H -0.8730 1.8963 -1.4433 0.402
F -2.6662 -1.9531 -2.2949 -0.339
C -2.6656 -1.5739 -0.9684 0.344
F -3.3712 -0.4076 -0.8725 -0.353
H -3.1740 -2.3353 -0.3781 0.138
```

orbital gap = 7.95 eV
net charge = +1
E_LUMO = -4.041 eV
largest force on an atom = 0.58 eV Å⁻¹
highest occupied orbital energy = -11.99 eV



6.
This record from OMol25 describes 2 unconnected molecules or ions with the total composition C7H16F2N5P. The level of theory is wB97M-V/def2-TZVPD.

```
31
Properties=species:S:1:pos:R:3:nbo_charge:R:1
C 0.1348 -0.5487 -0.6758 0.676
C 1.2906 1.3807 -1.5248 0.690
C 1.9081 0.3781 0.5823 0.081
C -1.8553 -2.3912 1.2441 -0.642
C -1.8560 -1.1706 -1.9555 -0.420
C -0.8640 -2.5009 0.0251 -0.260
C 0.1557 1.9966 1.9629 0.448
N 0.9592 -0.6076 0.3604 -0.545
N 2.1536 1.2583 -0.4974 -0.548
N 0.1765 0.5898 -1.5406 -0.603
N -0.8358 -1.4264 -0.9488 -0.327
N 1.3628 2.2405 -2.4818 -0.692
F -0.0929 2.6563 0.8151 -0.342
F -0.6602 0.9674 1.9391 -0.318
P 1.3368 2.5599 3.1708 0.328
H 2.6118 0.2473 1.2648 0.232
H -2.8925 -2.6800 1.1200 0.253
H -1.5630 -3.0982 2.0896 0.259
H -1.8036 -1.4207 1.6051 0.214
H -2.0314 -0.1467 -1.7826 0.220
H -1.4675 -1.5204 -2.8212 0.233
H -2.7289 -1.8092 -1.5551 0.279
H 0.0254 -2.8237 0.4176 0.207
H -1.1219 -3.4387 -0.6103 0.257
H 0.8409 -1.5385 0.7258 0.456
H 3.1246 1.5117 -0.5623 0.468
H -0.4007 0.3300 -2.3051 0.446
H 1.9034 3.0588 -2.4267 0.450
H 0.6716 2.1460 -3.2543 0.443
H 0.7244 2.0325 4.2718 0.038
H 0.7934 3.7676 3.3479 0.020
```

orbital gap (alpha / beta) = 6.27 / 7.68 eV
net charge = +2
E_LUMO (alpha / beta) = -7.489 / -7.076 eV
largest force on an atom = 6.28 eV Å⁻¹
highest occupied orbital energy (alpha / beta) = -13.76 / -14.75 eV
relative energy (zero: lowest compared OMol25 entry of this formula, charge and spin) = 3.973 eV



7.
This record from OMol25 describes a gas-phase ion, C7H16N (charge +1). The level of theory is wB97M-V/def2-TZVPD.

```
24
Properties=species:S:1:pos:R:3:nbo_charge:R:1
C 1.5800 -0.8171 -0.8410 -0.270
C 0.3266 -1.6342 -1.2705 -0.431
C -0.9258 -1.5388 -0.3384 -0.399
C -1.0970 -0.4029 0.6765 -0.443
C -0.9750 1.0249 0.2549 -0.281
C -1.0108 2.0088 1.1722 -0.100
C -1.2470 3.4417 0.8535 -0.667
N 2.6462 -1.7416 -0.3397 -0.668
H 1.8426 -0.0820 -1.5865 0.255
H 1.2142 -0.2188 -0.0004 0.250
H -0.0663 -1.2613 -2.2152 0.247
H 0.6332 -2.6593 -1.4954 0.204
H -1.0608 -2.5353 0.0782 0.219
H -1.7743 -1.3757 -1.0138 0.219
H -0.3682 -0.6035 1.4870 0.187
H -2.0664 -0.6139 1.1252 0.243
H -1.3947 1.2914 -0.7198 0.198
H -0.7599 1.6822 2.1794 0.193
H -0.6373 3.7344 0.0025 0.230
H -2.2648 3.6280 0.4968 0.235
H -1.0847 4.0904 1.7090 0.232
H 3.0118 -1.4746 0.5661 0.452
H 2.2351 -2.6635 -0.1440 0.442
H 3.3186 -1.9226 -1.0794 0.452
```

orbital gap = 8.40 eV
net charge = +1
SMILES = C/C=C/CCCC[NH3+]
E_LUMO = -3.706 eV
largest force on an atom = 2.92 eV Å⁻¹
highest occupied orbital energy = -12.11 eV
relative energy (zero: lowest compared OMol25 entry of this formula, charge and spin) = 1.747 eV



8.
This record from OMol25 describes a molecular structure, C7H16N. The level of theory is wB97M-V/def2-TZVPD.

```
24
Properties=species:S:1:pos:R:3:mulliken_charge:R:1
C 0.9050 -0.4914 -1.9227 -1.175
C 1.1451 0.8603 -1.2682 0.254
C 0.1085 1.4367 -0.3589 -0.004
C -1.2459 1.0334 -0.4512 -0.406
C -2.1794 -2.0558 1.5745 -1.197
C -1.3819 -1.0130 0.9278 0.353
C -1.8732 -0.1301 0.0102 -0.301
N 2.9325 0.8785 0.6124 -0.745
H -0.1430 -0.7819 -1.8886 0.332
H 1.4826 -1.2562 -1.3957 0.339
H 1.1584 -0.4800 -2.9714 0.333
H 1.3926 1.6596 -1.9689 0.447
H 0.7441 0.8637 0.6414 -0.973
H 0.2732 2.4895 -0.1254 0.489
H -1.9424 1.7429 -0.8708 0.438
H 0.9572 0.7576 1.4401 0.477
H -3.1528 -2.0787 1.0996 0.346
H -1.7150 -3.0309 1.4074 0.333
H -2.2315 -1.9542 2.6618 0.344
H -0.3559 -0.8181 1.2376 0.325
H -2.8970 -0.2561 -0.3280 0.299
H 2.0130 0.8677 -0.3527 0.184
H 2.9968 0.0174 1.1451 0.255
H 3.0091 1.7392 1.1447 0.253
```

orbital gap = 6.54 eV
net charge = +1
E_LUMO = -6.428 eV
largest force on an atom = 3.31 eV Å⁻¹
highest occupied orbital energy = -12.96 eV
relative energy (zero: lowest compared OMol25 entry of this formula, charge and spin) = 8.020 eV